No. 1
{"formula": "C4H4O3", "method": "ωB97M-V with the def2-TZVPD basis set", "total_charge": 0, "e_above_lowest_kj_mol": 315.33, "smiles": "O=C=COCC=O", "e_tot_ev": -10351.944, "homo_ha": -0.3200, "elements": ["C", "C", "C", "C", "O", "O", "O", "H", "H", "H", "H"], "xyz": [[-3.32522, -0.22553, -0.03591], [-2.41201, -0.47082, 0.87683], [0.69422, -1.65847, -0.62732], [-0.47419, -0.67574, -0.43742], [-4.21667, -0.07223, -0.76798], [1.30082, -2.28116, 0.16965], [-1.08290, -0.85886, 0.86238], [-2.79640, -0.85507, 1.88216], [1.00838, -1.55762, -1.76095], [-1.28580, -0.79888, -1.15123], [-0.04452, 0.30269, -0.63821]]}

No. 2
{"formula": "C4H4O3", "method": "ωB97M-V with the def2-TZVPD basis set", "total_charge": 0, "e_above_lowest_kj_mol": 123.58, "smiles": "CC(=O)C(=O)C=O", "e_tot_ev": -10353.931, "homo_ha": -0.3592, "elements": ["C", "C", "O", "C", "O", "C", "O", "H", "H", "H", "H"], "xyz": [[0.56669, 0.37193, -1.65764], [0.40007, 0.61942, -0.17946], [0.69133, 1.63755, 0.39572], [-0.09183, -0.59910, 0.63164], [0.18749, -1.72674, 0.30047], [-0.94739, -0.42116, 1.89255], [-1.66152, 0.52326, 2.09843], [1.03403, -0.60428, -1.80438], [1.15650, 1.17262, -2.10704], [-0.42513, 0.33698, -2.12213], [-0.91023, -1.31047, 2.55183]]}

No. 3
{"formula": "C4H4O3", "method": "ωB97M-V with the def2-TZVPD basis set", "total_charge": 0, "e_above_lowest_kj_mol": 127.69, "smiles": "CC(=O)C(=O)C=O", "e_tot_ev": -10353.889, "homo_ha": -0.3591, "elements": ["C", "C", "O", "C", "O", "C", "O", "H", "H", "H", "H"], "xyz": [[-1.52719, 0.29473, -0.49099], [-0.41342, -0.69045, -0.25383], [-0.28820, -1.74070, -0.83803], [0.63079, -0.34786, 0.81608], [0.49643, -0.57627, 1.99343], [1.89407, 0.31870, 0.27550], [1.93928, 0.70999, -0.86349], [-2.39921, 0.00279, 0.10492], [-1.80645, 0.27388, -1.54688], [-1.24258, 1.31007, -0.20009], [2.71648, 0.44511, 1.00337]]}

What did the first record say?
{"formula": "C4H4O3", "method": "ωB97M-V with the def2-TZVPD basis set", "total_charge": 0, "e_above_lowest_kj_mol": 315.33, "smiles": "O=C=COCC=O", "e_tot_ev": -10351.944, "homo_ha": -0.3200, "elements": ["C", "C", "C", "C", "O", "O", "O", "H", "H", "H", "H"], "xyz": [[-3.32522, -0.22553, -0.03591], [-2.41201, -0.47082, 0.87683], [0.69422, -1.65847, -0.62732], [-0.47419, -0.67574, -0.43742], [-4.21667, -0.07223, -0.76798], [1.30082, -2.28116, 0.16965], [-1.08290, -0.85886, 0.86238], [-2.79640, -0.85507, 1.88216], [1.00838, -1.55762, -1.76095], [-1.28580, -0.79888, -1.15123], [-0.04452, 0.30269, -0.63821]]}

Copy entry 1 word for word.
{"formula": "C4H4O3", "method": "ωB97M-V with the def2-TZVPD basis set", "total_charge": 0, "e_above_lowest_kj_mol": 315.33, "smiles": "O=C=COCC=O", "e_tot_ev": -10351.944, "homo_ha": -0.3200, "elements": ["C", "C", "C", "C", "O", "O", "O", "H", "H", "H", "H"], "xyz": [[-3.32522, -0.22553, -0.03591], [-2.41201, -0.47082, 0.87683], [0.69422, -1.65847, -0.62732], [-0.47419, -0.67574, -0.43742], [-4.21667, -0.07223, -0.76798], [1.30082, -2.28116, 0.16965], [-1.08290, -0.85886, 0.86238], [-2.79640, -0.85507, 1.88216], [1.00838, -1.55762, -1.76095], [-1.28580, -0.79888, -1.15123], [-0.04452, 0.30269, -0.63821]]}